C4H4ORu as an isolated structure at a distorted geometry. Source: the Open Molecules 2025 dataset; level of theory: wB97M-V/def2-TZVPD.

The geometry in XYZ format:
```
10
Properties=species:S:1:pos:R:3:forces:R:3:lowdin_spin:R:1
H -1.028284 2.502633 0.775629 0.354 0.003 -0.490 0.019
C -0.542190 1.645852 0.294934 -0.043 0.059 0.836 0.262
C -1.174774 0.523372 0.175531 1.054 -1.770 -0.564 0.090
C -1.423730 -0.783872 -0.041117 -0.954 1.135 0.237 0.156
H -1.849256 -1.107132 -0.996325 0.254 0.109 0.283 0.011
H -1.550418 -1.462375 0.808551 0.292 0.225 -0.294 0.012
C 1.753863 -0.625506 -0.549515 1.521 -1.061 2.293 0.375
O 2.143594 -0.525226 0.653767 -0.959 -0.789 -2.001 0.407
Ru 1.660618 1.447054 -0.096321 -1.115 1.500 -0.273 4.597
H 2.010577 -1.614799 -1.025135 -0.406 0.590 -0.028 0.070
```
Positions in Å, forces in eV/Å.

Summary:
**<S²>**: 12.024
**Max |F|**: 2.95 eV/A
**Orbital gap (spin up / spin down)**: 0.220 / 0.264 Eh
**Lowest unoccupied orbital energy (spin up / spin down)**: -0.25 / -1.90 eV
**Spin multiplicity**: 7



A 2-piece molecular cluster, C4H7NO2 overall at a distorted geometry. Source: the Open Molecules 2025 dataset; level of theory: wB97M-V/def2-TZVPD.

The geometry in XYZ format:
```
14
Properties=species:S:1:pos:R:3:forces:R:3:lowdin_charge:R:1
C -0.955494 -1.278702 0.032244 -1.116 -5.233 -5.543 -0.376
C 1.999279 0.150136 0.511627 0.040 -1.230 -0.810 -0.071
N -1.887097 -0.599121 0.721986 -0.230 1.883 1.622 0.095
O -1.394886 -2.199687 -0.712515 0.428 0.714 1.630 -0.001
O 0.723680 0.782373 0.566007 -0.680 0.884 -1.935 -0.142
C 0.150209 1.092744 -0.644064 1.448 1.409 2.224 -0.241
C -0.307362 1.844439 -1.479636 -0.091 -1.217 0.907 0.143
H 0.087017 -1.309276 -0.348691 0.144 1.720 1.881 0.105
H -2.211452 -0.942306 1.610442 -0.063 0.166 -0.218 0.100
H -2.159846 0.308937 0.376342 0.185 -0.026 0.538 0.093
H 2.499888 0.162050 1.477405 -0.319 0.510 0.027 0.097
H 2.631710 0.531845 -0.291191 -0.028 0.364 0.229 0.098
H 1.816056 -0.903612 0.274451 0.278 -0.037 0.054 0.072
H -0.991702 2.360180 -2.094406 0.005 0.091 -0.607 0.028
```
Positions in Å, forces in eV/Å.

Summary:
**Max |F|**: 7.70 eV/A
**ΔE to the lowest compared entry with this formula, charge and spin**: 141.6 kcal per mole
**Orbital gap**: 0.374 Eh
**Lowest unoccupied orbital energy**: 0.76 eV
**Structure (SMILES)**: C#COC.NC=O
**Spin multiplicity**: 1



C50H50GeInN6O5S2 as an isolated structure. Source: the Open Molecules 2025 dataset; level of theory: wB97M-V/def2-TZVPD.

The geometry in XYZ format:
```
115
Properties=species:S:1:pos:R:3:forces:R:3:lowdin_charge:R:1
In 0.170626 0.327468 0.665225 0.110 0.295 -0.234 0.565
O 0.006636 -0.312787 4.016943 0.075 -0.050 0.057 -0.163
C 0.731473 -1.532735 4.198059 -0.010 0.024 0.000 -0.263
C -0.179141 -2.672631 3.801866 -0.018 -0.042 -0.059 -0.153
C -0.728744 -2.522962 2.378760 0.189 -0.069 -0.040 -0.125
C 0.244275 -2.843938 1.267892 -0.010 -0.159 0.125 -0.236
C 0.545653 -4.286635 1.131767 -0.066 0.142 0.101 0.000
C 1.068652 -4.917844 0.079124 0.050 0.038 -0.157 0.006
C 1.490919 -4.264014 -1.191487 -0.020 0.033 -0.006 -0.166
C 1.337464 -2.143493 -0.778580 0.033 -0.238 0.122 -0.201
N 0.676452 -1.901124 0.514819 -0.031 0.081 -0.391 0.073
H 0.491421 0.388831 4.462421 0.031 0.031 -0.026 0.084
H 1.026474 -1.643361 5.243790 0.011 -0.019 0.017 0.127
H 1.637961 -1.524721 3.583478 -0.027 0.039 -0.013 0.077
H -1.019934 -2.713822 4.496071 -0.004 -0.007 -0.016 0.125
H 0.373185 -3.610046 3.901900 -0.027 -0.020 0.040 0.117
H -1.129253 -1.518178 2.247709 -0.031 -0.006 0.021 0.057
H -1.561655 -3.219100 2.247263 -0.030 0.013 -0.006 0.136
H 0.262062 -4.880518 1.993053 -0.011 0.021 -0.020 0.113
H 1.212281 -5.990665 0.159173 -0.018 0.026 -0.015 0.124
H 1.773754 -4.974455 -1.963897 -0.008 -0.050 0.033 0.152
H 1.546033 -1.191840 -1.255773 -0.006 0.095 0.066 0.122
O 7.832930 -1.258935 -1.313530 -0.062 -0.018 0.038 0.126
C 6.697980 -0.739199 -1.828842 0.024 -0.020 0.044 -0.490
O 6.593634 -0.567284 -3.009290 -0.038 0.017 -0.032 0.128
C 5.605102 -0.409934 -0.857966 0.108 -0.002 -0.005 -0.159
C 5.401437 -1.126179 0.314557 -0.060 -0.047 0.052 -0.034
C 4.331051 -0.821080 1.146154 0.067 -0.024 0.021 -0.103
C 3.478748 0.234196 0.836416 -0.043 0.091 -0.077 -0.620
S 2.202026 0.686507 1.992084 0.033 -0.024 0.007 0.697
C 3.700570 0.961548 -0.336148 -0.028 -0.102 -0.019 -0.080
C 4.737721 0.625012 -1.186633 -0.091 0.063 -0.012 0.005
H 7.809968 -1.229171 -0.349084 0.024 0.014 -0.021 0.104
H 6.041481 -1.965535 0.568495 -0.014 0.034 0.015 0.124
H 4.158417 -1.395278 2.047886 0.014 0.003 -0.010 0.108
H 3.049528 1.791213 -0.574204 0.024 0.035 -0.004 0.087
H 4.899453 1.164757 -2.111247 -0.019 -0.012 0.023 0.129
O -1.553885 -0.824620 -0.844430 -0.093 0.163 -0.398 -0.058
C -1.006245 -0.164307 -1.765136 -0.014 -0.097 0.319 -0.604
O 0.001753 0.574434 -1.495623 -0.070 -0.279 0.136 -0.087
C -1.526413 -0.134698 -3.178447 0.014 -0.110 -0.063 -0.152
C -2.369800 -1.333779 -3.610937 0.035 0.101 0.185 -0.232
Ge -1.370878 -3.015168 -3.848480 0.034 -0.107 -0.030 1.030
C -2.156127 -4.466001 -2.810924 -0.003 -0.112 0.058 -0.279
C -1.494335 -5.698945 -2.798790 -0.050 0.035 0.050 -0.118
C -1.944059 -6.744794 -2.003927 -0.011 0.041 -0.015 -0.078
C -3.064484 -6.571402 -1.199929 0.009 0.018 -0.016 -0.084
C -3.730081 -5.354238 -1.197720 0.027 0.028 -0.030 -0.082
C -3.276697 -4.309874 -1.997902 0.028 -0.087 -0.003 -0.099
C 0.430038 -2.868597 -3.097190 0.095 0.023 0.279 -0.208
C 1.523450 -2.601658 -3.820935 0.143 -0.070 0.041 -0.070
C 2.915150 -2.544080 -3.327962 -0.117 0.042 -0.135 -0.049
C 3.360771 -2.778427 -2.091640 -0.078 -0.045 0.139 -0.027
C 2.527146 -3.137408 -0.890479 -0.099 0.103 -0.055 -0.154
C 0.494929 -3.144227 -1.617003 0.010 0.076 0.018 -0.206
C -1.289589 -3.459610 -5.734429 0.018 -0.016 -0.139 -0.275
C -1.698495 -4.706771 -6.208601 0.026 0.087 -0.084 -0.099
C -1.605081 -5.014551 -7.561325 0.005 0.027 0.038 -0.077
C -1.102041 -4.080074 -8.455825 0.001 -0.012 0.024 -0.082
C -0.700497 -2.831316 -8.000371 -0.015 0.007 0.034 -0.083
C -0.796951 -2.524780 -6.649586 -0.037 -0.057 -0.008 -0.123
H -0.663744 0.015066 -3.828578 0.001 0.018 -0.020 0.120
H -2.110795 0.791345 -3.236935 -0.007 0.017 -0.017 0.131
H -2.841359 -1.114739 -4.569259 -0.021 0.021 -0.005 0.076
H -3.169951 -1.511210 -2.890212 -0.003 0.064 -0.009 0.052
H -0.610106 -5.843595 -3.413919 -0.027 0.000 0.007 0.109
H -1.425519 -7.695723 -2.013790 -0.002 0.015 0.001 0.106
H -3.419483 -7.385410 -0.580402 0.007 0.012 -0.011 0.105
H -4.605629 -5.217495 -0.574839 0.011 -0.002 -0.010 0.103
H -3.807369 -3.364880 -1.976768 -0.005 -0.015 0.002 0.087
H 1.412401 -2.440851 -4.889763 0.013 0.001 0.026 0.091
H 3.659904 -2.287911 -4.073744 -0.016 0.001 0.016 0.109
H 4.425388 -2.684464 -1.919949 0.005 -0.049 -0.005 0.102
H 3.135747 -3.282278 -0.002753 0.049 0.020 0.039 0.140
H -0.498233 -3.280562 -1.193881 -0.061 -0.004 -0.061 0.121
H -2.105048 -5.442686 -5.524504 0.020 0.002 0.000 0.091
H -1.928455 -5.984968 -7.917098 0.007 0.019 0.008 0.106
H -1.026058 -4.322395 -9.508382 -0.009 0.005 0.021 0.106
H -0.316741 -2.096603 -8.697466 -0.002 -0.017 0.017 0.105
H -0.488149 -1.539355 -6.311263 0.002 -0.018 -0.010 0.097
N 2.587428 7.283046 -1.511496 0.056 -0.002 -0.122 0.166
C 2.995192 8.575449 -1.251613 -0.038 -0.049 -0.094 -0.189
C 3.544885 9.570362 -2.058570 0.005 -0.039 0.024 -0.020
C 3.820713 10.773674 -1.444882 -0.008 0.016 0.048 -0.085
C 3.558574 10.983634 -0.076996 0.000 -0.023 -0.030 -0.085
C 3.013189 9.992932 0.710185 0.010 -0.013 0.030 -0.012
C 2.727248 8.765579 0.106608 -0.065 -0.006 0.190 -0.221
N 2.176305 7.615294 0.653608 0.061 0.132 -0.031 0.184
C 2.114794 6.768262 -0.333762 -0.067 -0.159 0.011 -0.284
C 1.584363 5.400981 -0.209104 0.086 0.224 0.022 -0.118
C 1.470214 4.538296 -1.288853 -0.019 -0.056 -0.118 0.008
C 0.958091 3.266567 -1.092957 -0.054 0.058 0.073 -0.129
N 0.572613 2.815189 0.102414 -0.021 0.169 0.106 -0.017
C 0.686876 3.653289 1.143694 -0.012 -0.081 -0.121 -0.156
C 1.172976 4.937152 1.037607 0.017 0.075 0.026 0.019
H 2.661336 6.805855 -2.391244 0.004 0.008 0.001 0.150
H 3.749918 9.412789 -3.109849 -0.014 -0.002 0.026 0.110
H 4.248982 11.578569 -2.028262 -0.006 -0.015 0.018 0.104
H 3.793479 11.945943 0.359067 -0.006 -0.023 -0.010 0.103
H 2.811138 10.144611 1.762686 0.003 0.010 -0.036 0.114
H 1.765556 4.831280 -2.287803 -0.014 -0.034 0.002 0.111
H 0.855465 2.576653 -1.917556 0.003 -0.016 -0.016 0.106
H 0.377868 3.267530 2.106124 0.001 -0.031 0.014 0.080
H 1.252215 5.586112 1.898604 -0.015 -0.033 0.003 0.120
C -5.250953 2.858799 0.795872 0.035 -0.034 0.052 -0.044
N -3.956463 2.540008 1.378979 -0.047 0.015 0.008 -0.039
C -3.219354 1.473713 1.083877 -0.046 -0.031 0.013 -0.754
N -3.658790 0.603282 0.189136 0.171 -0.027 -0.061 0.169
S -1.780705 1.252960 2.021900 0.016 -0.221 0.057 0.767
H -5.442215 3.917446 0.943181 -0.013 0.000 0.026 0.097
H -6.057470 2.285892 1.256087 0.014 -0.033 -0.010 0.100
H -5.241310 2.676176 -0.278215 0.015 0.045 -0.019 0.087
H -3.610119 3.114981 2.129747 0.041 0.052 -0.057 0.127
H -4.531163 0.751712 -0.289045 -0.013 0.001 -0.005 0.110
H -3.043999 -0.148578 -0.133002 -0.018 0.093 0.025 0.074
```
Positions in Å, forces in eV/Å.

Summary:
**Max |F|**: 0.44 eV/A
**Net charge**: +1
**Orbital gap**: 0.295 Eh
**Lowest unoccupied orbital energy**: -2.23 eV
**Spin multiplicity**: 1



| no. | E (eV) |
| --- | --- |
| 1 | -8832.4928 |
| 2 | -9841.1401 |
| 3 | -155197.7892 |